# C38H53Cl5N6O3SSbSi3Zr

A structure of composition C38H53Cl5N6O3SSbSi3Zr (the ωB97M-V functional and the def2-TZVPD basis, the OMol25 dataset).

HOMO energy	-15.4	eV
DFT total energy	-160234.1893	eV
lowest unoccupied orbital energy	-7.65	eV
Kohn-Sham gap	7.725	eV
charge	+3

Geometry as XYZ:
```
111
Properties=species:S:1:pos:R:3:forces:R:3:mulliken_charge:R:1
Zr -0.34541 0.38172 -0.24398 -0.72 0.39 -0.09 -0.852
N -1.92386 4.22291 1.46524 0.01 -0.01 0.00 0.026
C -3.18666 3.96895 0.95890 -0.02 -0.02 0.01 0.841
C -4.36046 4.70874 1.04619 0.01 0.01 0.01 -1.285
C -5.45673 4.19609 0.38903 0.00 -0.01 -0.01 -0.662
C -5.36616 3.00190 -0.34273 -0.01 0.00 0.01 -1.085
C -4.19575 2.27706 -0.42462 0.00 0.01 -0.03 -0.719
C -3.07816 2.75897 0.26553 -0.04 -0.03 0.05 -0.109
N -1.75255 2.28933 0.38563 0.19 -0.05 -0.13 2.004
C -1.12106 3.21235 1.09115 -0.01 0.00 0.08 0.201
C 0.29717 3.15690 1.40059 -0.02 0.01 0.00 -0.957
C 1.03263 4.06996 2.08889 0.02 0.00 -0.01 -0.935
S 2.66136 3.57535 2.15069 -0.01 0.00 -0.01 -0.181
C 2.26582 2.18269 1.27111 0.01 0.02 -0.01 -0.870
N 1.01013 2.07426 0.92996 -0.01 -0.07 -0.03 1.298
H -1.65376 5.03542 1.99510 0.00 0.00 0.00 0.265
H -4.40879 5.63991 1.59447 0.00 0.00 0.00 0.494
H -6.39715 4.72850 0.42349 0.00 0.00 0.00 0.477
H -6.23994 2.64389 -0.87042 0.00 0.00 0.00 0.542
H -4.15567 1.39292 -1.03696 0.01 -0.02 -0.01 0.198
H 0.71683 4.99543 2.54295 0.00 0.00 0.00 0.559
H 3.01000 1.44293 1.02458 0.01 0.00 0.00 0.066
Cl -3.00929 -0.70241 -0.27817 0.06 0.04 0.01 -0.242
C -2.17205 -1.61748 -1.53341 0.02 0.02 -0.04 0.421
C -0.90607 -1.15115 -1.81948 0.04 -0.07 -0.11 0.120
C -0.32122 -1.72279 -2.94195 -0.03 0.03 0.01 0.891
Cl 1.21368 -1.12269 -3.47378 0.03 -0.03 0.01 -0.089
C -0.94413 -2.72370 -3.69016 0.01 0.00 0.01 -0.132
Cl -0.20109 -3.36067 -5.09360 0.01 -0.01 0.01 -0.085
C -2.20032 -3.20343 -3.29510 0.00 -0.01 -0.01 0.433
Cl -2.96761 -4.44692 -4.17288 0.00 0.00 0.00 -0.123
C -2.84419 -2.62716 -2.19853 -0.01 0.00 0.00 -0.315
Cl -4.41755 -3.10516 -1.72746 0.00 0.00 0.01 -0.140
C 1.68713 2.05075 -3.70108 -0.03 -0.01 0.01 -1.420
C 0.48646 2.30275 -2.84283 0.06 0.09 -0.06 0.687
O 0.28215 1.66856 -1.76308 0.00 -0.24 0.17 -0.198
N -0.32845 3.24686 -3.24660 -0.09 0.08 -0.10 -0.024
C -1.62840 3.58383 -2.67212 0.01 0.00 0.03 -0.426
C -2.71922 2.71238 -3.25337 0.05 -0.01 -0.04 0.667
C -3.87235 3.26074 -3.78822 0.01 0.00 -0.01 -0.966
C -4.82325 2.40442 -4.32693 0.01 -0.01 0.00 -0.618
C -4.56970 1.04292 -4.32443 -0.01 0.02 0.00 -0.941
C -3.37999 0.59289 -3.76970 -0.01 -0.01 0.05 0.149
N -2.47222 1.40134 -3.22592 0.01 0.04 0.01 0.520
H 2.39728 1.41470 -3.19102 0.03 -0.02 0.04 -0.300
H 2.16267 2.99221 -3.97642 0.00 0.00 0.01 0.542
H 1.36250 1.54960 -4.61409 0.01 0.01 0.00 0.453
H -0.08924 3.68802 -4.12385 -0.02 0.00 -0.01 0.337
H -1.81858 4.63507 -2.87820 0.00 0.01 0.00 0.550
H -1.56168 3.45418 -1.59361 0.02 0.01 -0.12 -0.589
H -4.02174 4.33265 -3.79460 0.00 0.00 0.00 0.512
H -5.73427 2.79684 -4.75870 0.00 0.00 0.00 0.474
H -5.26922 0.33978 -4.75461 0.00 0.00 0.00 0.535
H -3.14416 -0.46568 -3.76554 0.00 0.02 0.00 0.207
C 4.04723 -4.20995 0.20370 0.00 -0.03 0.00 -0.907
Si 2.42202 -3.72536 -0.56495 -0.14 0.02 0.03 0.568
C 2.47844 -4.03778 -2.39188 0.01 0.02 0.00 -0.826
C 0.95577 -4.60987 0.17754 0.00 -0.02 -0.02 -0.841
Sb 2.17799 -1.17836 0.10372 0.63 -0.25 0.08 -0.641
Si 2.59349 -1.54627 2.67207 0.03 0.03 0.00 0.665
C 1.53288 -2.98459 3.26556 0.02 0.00 -0.01 -0.763
C 4.33016 -1.96844 3.20705 -0.01 -0.01 0.01 -1.259
C 2.10869 0.00068 3.64513 -0.02 0.00 0.00 -0.642
Si 4.42025 -0.18715 -0.85663 0.00 0.00 0.00 1.068
C 5.79460 -0.39584 0.38142 0.00 -0.06 0.00 -1.351
C 4.25393 1.65673 -1.21819 -0.01 -0.02 0.02 -0.981
C 4.78495 -1.11524 -2.42835 0.01 0.04 -0.02 -1.067
H 4.15535 -5.29402 0.10082 0.01 0.00 -0.01 0.479
H 4.12191 -3.97258 1.26311 -0.03 -0.03 -0.02 0.061
H 4.89339 -3.75202 -0.31124 0.01 0.02 0.00 0.245
H 2.75951 -5.09209 -2.49290 0.01 0.00 0.00 0.496
H 3.21447 -3.44663 -2.93220 -0.02 0.00 -0.01 0.231
H 1.50925 -3.91847 -2.87068 -0.02 0.01 -0.02 0.148
H 0.77256 -5.51173 -0.41292 0.02 -0.01 0.00 0.543
H 0.04853 -4.00572 0.15214 0.01 -0.01 -0.02 -0.055
H 1.13739 -4.92550 1.20465 -0.02 0.02 0.00 0.373
H 2.06773 -3.91703 3.07619 0.00 -0.01 -0.01 0.513
H 0.55422 -3.09182 2.80352 -0.02 0.02 -0.01 -0.092
H 1.43605 -2.91606 4.35531 -0.01 -0.01 0.00 0.407
H 4.58822 -3.00337 2.98615 0.03 0.03 -0.01 0.422
H 4.34644 -1.86595 4.29733 -0.01 -0.01 0.00 0.424
H 5.11424 -1.33038 2.81115 -0.01 0.03 0.00 0.382
H 1.20203 0.50324 3.29970 0.00 0.01 -0.01 -0.331
H 2.91263 0.73888 3.62196 0.01 0.00 -0.01 0.488
H 2.00539 -0.28057 4.69987 0.00 0.00 0.00 0.643
H 5.58021 0.09623 1.33138 0.01 0.03 -0.02 0.333
H 6.69389 0.07382 -0.02782 0.00 -0.02 -0.03 0.472
H 6.02658 -1.44358 0.57737 0.00 0.01 0.03 0.356
H 4.79253 2.24047 -0.46800 0.00 0.00 0.00 0.516
H 3.23262 2.03148 -1.26557 -0.03 0.00 -0.04 0.006
H 4.73425 1.86303 -2.17796 0.00 0.01 0.00 0.523
H 4.97493 -2.17427 -2.25439 0.00 0.00 0.02 0.287
H 5.69285 -0.68909 -2.86559 0.00 -0.01 0.00 0.504
H 3.98931 -1.02815 -3.16888 0.01 -0.01 0.00 0.257
O -0.73090 -1.84015 1.01338 0.01 0.14 -0.08 -0.243
C -1.01188 -1.10050 1.95641 -0.04 -0.07 0.01 0.378
O -0.75767 0.15590 1.89879 -0.09 -0.03 0.36 0.122
C -1.74889 -1.62513 3.17327 0.09 0.00 0.02 -0.230
N -1.10158 -1.09018 4.44650 -0.01 -0.01 0.01 0.145
C -2.14379 -0.28069 5.19366 -0.02 0.00 0.00 -0.451
C -3.44463 -0.91710 4.74583 0.00 0.00 -0.01 -0.856
C -3.20789 -1.14679 3.25254 -0.01 -0.03 -0.01 -0.589
H -1.67328 -2.70940 3.18914 0.00 0.00 0.04 0.716
H -0.26947 -0.53222 4.23582 -0.01 0.01 -0.02 -0.293
H -0.79325 -1.87759 5.01713 0.02 0.01 0.00 0.499
H -2.05423 0.74462 4.83910 0.01 0.00 0.01 0.193
H -1.93383 -0.32268 6.25911 0.00 -0.01 0.00 0.471
H -4.29534 -0.26831 4.94046 0.00 0.00 0.00 0.437
H -3.61705 -1.85899 5.26982 0.01 0.00 0.00 0.358
H -3.32243 -0.20961 2.70484 0.01 0.01 0.01 0.060
H -3.87846 -1.88533 2.82017 0.00 0.01 -0.02 0.418
```
Forces are in eV/Å.

# C14H17F4NO3

An isolated molecule of C14H17F4NO3 in a non-equilibrium geometry (the ωB97M-V functional and the def2-TZVPD basis, the OMol25 dataset).

HOMO energy	-8.9	eV
DFT total energy	-33296.3058	eV
lowest unoccupied orbital energy	0.59	eV
Kohn-Sham gap	9.492	eV
charge	0

Geometry as XYZ:
```
39
Properties=species:S:1:pos:R:3:forces:R:3:mulliken_charge:R:1
O 0.79672 -0.76530 3.35596 0.14 0.15 0.11 -0.717
C 0.70805 -0.62826 2.14973 -0.07 -0.12 -0.26 0.134
N -0.30940 -1.10508 1.40452 -0.20 -0.03 -0.34 -0.030
C -1.46191 -1.76033 1.97734 -0.13 -0.20 0.42 -0.234
C -2.74130 -0.95443 1.73437 0.08 0.03 0.05 -0.914
C -3.16342 -1.31132 0.30325 -0.12 0.06 -0.03 -0.366
C -2.51798 -2.67684 -0.00557 -0.04 -0.12 -0.05 -0.695
C -1.75374 -3.08136 1.26146 0.07 0.03 0.04 -0.906
C 1.74817 0.07710 1.37172 0.81 0.59 0.76 0.610
C 2.79579 0.83390 1.82409 -0.71 -0.50 -0.07 -0.586
C 3.47793 1.29100 0.67812 -0.27 -0.28 -0.63 -0.759
C 2.80924 0.77744 -0.39667 0.76 0.47 0.04 0.807
C 3.07783 0.90015 -1.86041 -0.20 -0.10 0.16 -0.860
O 2.17226 1.74743 -2.56602 0.13 0.11 0.08 -0.395
C 0.90614 1.21953 -2.83527 -0.38 -0.04 -0.19 -0.792
C -0.22314 1.84626 -1.98876 0.21 0.06 -0.14 0.895
F -0.66783 0.98659 -1.03987 0.05 -0.05 0.37 -0.214
F -1.30034 2.06808 -2.79015 0.03 0.14 -0.21 -0.361
C 0.16643 3.19685 -1.34781 0.13 0.15 -0.48 0.083
F -0.92902 3.81407 -0.86960 -0.41 0.05 0.00 -0.291
F 0.99590 3.00898 -0.30920 0.21 -0.22 0.22 -0.174
O 1.75701 0.03808 0.01717 -0.13 -0.21 -0.22 -0.255
H -0.35320 -0.87001 0.42650 0.18 0.11 -0.04 0.162
H -1.23834 -1.89016 3.03873 -0.06 0.00 -0.16 0.574
H -2.57597 0.11356 1.86399 -0.02 0.04 0.10 0.408
H -3.50037 -1.27374 2.44835 -0.03 0.00 0.05 0.343
H -4.24800 -1.35250 0.21498 -0.01 0.08 -0.07 0.454
H -2.80765 -0.55437 -0.39480 -0.06 0.04 -0.05 -0.048
H -1.83370 -2.59195 -0.85045 -0.01 -0.04 -0.07 0.229
H -3.26553 -3.42454 -0.26700 0.05 -0.02 -0.10 0.407
H -2.38200 -3.69855 1.90343 -0.02 -0.04 0.04 0.373
H -0.84181 -3.63417 1.04141 0.02 -0.06 0.08 0.377
H 3.02765 1.03055 2.84966 -0.02 -0.01 0.25 0.543
H 4.34644 1.91553 0.64817 0.20 0.15 -0.08 0.501
H 4.05274 1.36900 -2.00104 -0.05 -0.17 0.10 0.340
H 3.08026 -0.09467 -2.32791 0.04 0.12 0.02 0.310
H 0.87410 0.13290 -2.69536 -0.05 0.09 -0.01 0.331
H 0.66765 1.44996 -3.88158 0.00 -0.06 0.19 0.464
H 0.65438 3.85062 -2.08547 -0.13 -0.19 0.14 0.250
```
Forces are in eV/Å.

# C4H8N2

An isolated molecule of C4H8N2 in a non-equilibrium geometry (the ωB97M-V functional and the def2-TZVPD basis, the OMol25 dataset).

HOMO energy	-9.2	eV
DFT total energy	-7256.6800	eV
lowest unoccupied orbital energy	0.88	eV
Kohn-Sham gap	10.035	eV
charge	0

Geometry as XYZ:
```
14
Properties=species:S:1:pos:R:3:forces:R:3:mulliken_charge:R:1
C -0.68807 1.67864 0.52778 -0.22 0.21 0.04 -0.866
N 0.20290 0.56402 0.45317 0.11 0.11 0.26 -0.374
C -0.11456 -0.61800 -0.30857 0.16 0.22 -0.14 0.337
C 1.27076 -0.97422 -0.92797 -0.04 -0.31 -0.11 -1.066
C -0.95734 -1.54189 0.53231 -0.33 -0.36 0.46 0.073
N -1.74578 -2.02501 1.23490 1.12 0.40 -0.90 -0.452
H -0.88406 2.01787 -0.49673 -0.13 0.04 0.22 0.286
H -0.13387 2.47079 1.03867 -0.36 0.07 -0.01 0.310
H -1.64026 1.48568 1.04032 0.00 0.10 -0.01 0.278
H 0.63174 0.28335 1.32459 -0.12 0.29 0.09 0.252
H -0.80235 -0.38191 -1.13349 0.23 0.27 0.21 0.290
H 1.20753 -0.76163 -1.99777 0.10 -0.35 0.04 0.260
H 1.97626 -0.22973 -0.53214 -0.24 -0.51 -0.06 0.338
H 1.67709 -1.96795 -0.75508 -0.28 -0.17 -0.08 0.335
```
Forces are in eV/Å.

# C5H7FO

An isolated molecule of C5H7FO in a non-equilibrium geometry (the ωB97M-V functional and the def2-TZVPD basis, the OMol25 dataset).

HOMO energy	-9.1	eV
DFT total energy	-10060.6611	eV
lowest unoccupied orbital energy	0.97	eV
Kohn-Sham gap	10.075	eV
charge	0

Geometry as XYZ:
```
14
Properties=species:S:1:pos:R:3:forces:R:3:mulliken_charge:R:1
C -1.00485 -1.12676 0.56239 1.11 1.76 -1.87 -0.744
C -1.47306 -0.11019 -0.19006 1.12 -2.55 -0.34 -0.170
O -0.96030 0.20820 -1.43029 1.03 0.46 0.81 -0.373
C 0.40980 0.05481 -1.60296 0.11 -0.42 0.28 -0.298
C 1.35603 0.49413 -0.76029 -2.87 1.09 0.34 -0.205
C 1.04974 1.08233 0.61291 2.03 -0.62 -0.14 -0.281
F 1.98264 2.06369 0.98382 0.18 0.19 -0.55 -0.321
H -1.29220 -1.44031 1.50958 -1.16 -0.17 1.37 0.301
H -0.02287 -1.49912 0.28003 -0.25 -0.26 -0.16 0.310
H -2.35523 0.42149 -0.14665 -1.92 0.84 0.97 0.458
H 0.50702 -0.60181 -2.45470 0.91 0.35 -0.31 0.396
H 2.39294 0.40805 -0.86621 1.28 -0.50 -0.75 0.321
H 0.11632 1.48508 0.91260 -1.02 0.03 -0.37 0.361
H 1.34231 0.23489 1.22697 -0.55 -0.19 0.71 0.245
```
Forces are in eV/Å.